Record 1
DFT (wB97M-V/def2-TZVPD) results for C31H58BrCl3GeMoN3O6S2Se2Si as an isolated structure.

Last column: Löwdin charge in e.
Element x y z (Å)
Si1 1.01345 0.23690 -4.15527  0.56
C1 1.78240 -1.43665 3.99353  -0.28
H1 -4.93167 0.40818 2.48374  0.10
H2 -1.56453 -4.68727 0.50329  0.10
C2 2.63566 0.72099 -5.08937  -0.63
O1 -2.64717 5.66728 2.01405  -0.04
H3 3.22795 0.23545 0.29938  0.07
C3 -0.21684 -1.92089 -5.56953  -0.09
H4 -0.31799 -0.97013 4.13468  0.02
C4 1.05467 -3.95963 4.93360  -0.26
H5 -4.49492 0.58693 0.76418  0.09
C5 0.55521 -1.63687 -4.27062  -0.62
H6 -3.27730 0.79791 2.02409  0.00
C6 -0.11144 4.15845 0.93392  -0.46
H7 -0.92436 -3.13363 5.06307  0.11
C7 -1.73305 0.91270 -3.78206  -0.10
C8 2.37718 -3.67909 4.60349  -0.02
H8 -1.88726 -4.17773 2.85152  0.09
H9 1.68581 0.68816 -7.06519  0.07
C9 -0.03732 3.26677 3.30818  -0.43
C10 -0.46055 1.43767 -4.46290  -0.62
O2 1.47601 5.58390 2.76244  -0.04
H10 -0.31931 6.50308 2.27067  0.13
C11 2.13951 -1.56263 0.81325  -0.65
H11 -1.19477 -1.43664 -5.57684  0.07
H12 -2.54504 1.62751 -3.94835  0.09
H13 -0.41933 -3.35231 0.73905  0.08
C12 2.74566 -2.42116 4.15874  -0.03
S1 -1.91541 -0.66094 -0.01385  0.64
H14 -0.19840 3.55193 4.34876  0.03
C13 1.81804 -2.51077 -4.25904  -0.10
N1 2.02212 0.52829 2.02237  -0.33
C14 -0.20244 2.84046 -3.89457  -0.11
Cl1 -2.71615 0.24540 6.42432  -0.03
H15 2.07926 2.76476 -5.64801  0.06
H16 -0.58511 -3.13279 -3.22286  0.09
C15 0.10119 -2.96141 4.76111  -0.05
H17 3.80969 2.47614 -5.52856  0.09
N2 -3.86891 -1.20125 1.71402  -0.19
Cl2 0.59602 -0.34780 7.23936  0.13
H18 -2.52462 6.34877 2.67999  0.09
C16 2.91800 -0.29962 1.19623  -0.21
O3 2.64923 -2.56378 0.37127  0.09
H19 3.99026 0.40859 -3.40714  0.05
Mo1 0.05940 0.40625 1.25392  0.89
S2 2.36827 0.20854 3.59744  0.58
Se1 -0.64018 2.46901 0.07516  0.57
C17 -0.72441 1.56800 -5.97237  -0.09
C18 2.54998 0.25997 -6.55338  -0.09
C19 -0.30029 -2.08482 -3.07618  -0.14
H20 -1.55170 -3.30941 -0.61245  0.06
H21 3.77974 -2.17653 3.95721  0.12
H22 0.26133 -2.02339 -2.14309  0.04
H23 -3.19457 -3.05552 3.22833  0.09
H24 1.87452 6.39514 3.08534  0.10
Ge1 -0.61790 1.01672 5.99303  -0.11
H25 3.81508 -0.58289 1.74079  0.11
C20 -1.42878 -3.60912 0.42408  -0.05
H26 0.66216 3.32673 -4.33989  0.06
H27 -3.51534 -4.49964 2.23908  0.10
C21 0.67423 -5.30626 5.48423  -0.04
Cl3 -0.47631 2.91384 7.11436  0.08
H28 -1.07802 3.46629 -4.09688  0.09
H29 3.13483 -4.44385 4.72483  0.12
H30 -0.22682 5.83399 3.92207  0.14
H31 -4.89161 -3.03972 1.59435  0.08
H32 2.43749 -2.34367 -5.14101  0.06
H33 -2.52094 3.66833 1.85037  0.09
C22 0.06648 5.67493 2.87458  -0.21
H34 2.41423 -2.33611 -3.36147  0.08
C23 -2.09295 4.45010 2.48188  -0.24
H35 -0.06378 2.81155 -2.81509  0.01
C24 -0.55835 4.35876 2.37992  -0.57
C25 -2.79179 -3.71237 2.46194  -0.04
H36 -0.37960 -2.99853 -5.66404  0.09
C26 -5.02936 -2.04014 1.99472  -0.04
H37 1.15073 -5.46542 6.45305  0.09
H38 1.02188 3.09208 3.15264  0.07
O4 0.85090 -1.40702 1.02446  -0.31
H39 -1.21205 -1.50069 -2.96195  0.04
C27 -4.15717 0.23083 1.73919  -0.08
C28 0.45464 -1.71736 4.26737  -0.15
H40 -0.40303 -5.38649 5.62377  0.07
H41 -5.89561 -1.59773 1.50004  0.10
H42 2.85183 2.63196 -4.05204  0.08
C29 2.84333 2.24221 -5.07196  -0.10
C30 3.88220 0.09567 -4.44542  -0.12
Se2 -0.94226 1.53542 3.12927  0.66
N3 -2.43666 -2.96096 1.26464  -0.17
H43 2.48857 -0.82687 -6.63473  0.06
C31 -2.76796 -1.67572 1.10354  -0.65
O5 1.63709 1.13728 4.43370  -0.47
H44 3.44834 0.58193 -7.08832  0.09
H45 3.87016 -0.99172 -4.47367  0.06
H46 1.52137 -3.56391 -4.26200  0.09
H47 -0.57405 4.92193 0.30749  0.08
H48 4.76941 0.43055 -4.99158  0.09
H49 -5.23489 -2.09719 3.06487  0.10
H50 -1.59838 0.82104 -2.70210  0.04
H51 -1.62844 2.16388 -6.12778  0.09
H52 0.09668 2.07917 -6.47818  0.07
H53 -2.05388 -0.04876 -4.18488  0.06
H54 1.00694 -6.10240 4.81699  0.08
O6 3.78637 0.18584 3.80365  -0.28
H55 -0.87361 0.59890 -6.45379  0.07
H56 0.33695 -1.58913 -6.45137  0.07
H57 0.96896 4.24080 0.85854  0.07
H58 -2.39032 4.24869 3.51922  0.13
Br1 1.58344 0.48373 -1.90262  0.53

Cartesian forces, eV/Å:
Si 0.225 -0.096 0.454
C 0.302 0.133 0.002
H 0.009 -0.064 0.007
H -0.098 0.032 0.010
C -0.130 -0.053 0.069
O 0.027 -0.007 -0.125
H -0.068 0.005 -0.007
C 0.054 0.124 0.020
H 0.046 0.052 0.021
C -0.038 -0.044 -0.023
H -0.045 -0.051 -0.004
C 0.016 0.127 -0.019
H 0.017 -0.004 -0.038
C 0.080 -0.192 0.088
H -0.049 -0.059 -0.053
C 0.053 -0.009 -0.040
C -0.032 0.008 0.009
H 0.060 0.017 -0.008
H 0.049 -0.032 -0.051
C 0.135 0.043 -0.065
C 0.098 -0.068 0.051
O 0.014 -0.088 -0.001
H 0.040 -0.027 -0.015
C 0.800 -0.085 -0.191
H 0.017 -0.036 -0.034
H 0.001 0.022 -0.010
H 0.033 0.073 0.051
C 0.051 0.011 -0.056
S -0.025 0.319 0.103
H 0.032 -0.027 -0.004
C -0.041 0.105 -0.026
N 0.325 0.181 0.483
C 0.015 -0.020 0.025
Cl 0.628 0.241 -0.247
H 0.039 0.021 0.023
H -0.007 -0.010 -0.037
C 0.057 0.046 -0.094
H 0.024 -0.024 0.002
N 0.092 -0.004 -0.011
Cl -0.284 0.341 -0.260
H -0.021 0.009 0.034
C -0.303 -0.285 -0.057
O -0.196 0.150 0.079
H 0.045 -0.017 -0.009
Mo -0.172 -0.308 0.119
S -0.357 0.575 0.569
Se 0.105 0.203 -0.376
C 0.102 -0.087 0.030
C -0.092 -0.045 0.059
C 0.025 0.033 0.004
H -0.021 0.023 -0.010
H -0.002 -0.066 0.029
H -0.035 0.007 0.024
H 0.073 -0.025 -0.018
H 0.004 0.041 0.035
Ge -0.240 -0.321 0.504
H 0.082 0.020 -0.122
C 0.110 -0.047 -0.137
H -0.068 0.022 0.033
H 0.034 0.001 0.051
C 0.065 0.076 0.024
Cl -0.079 -0.233 -0.348
H -0.015 -0.007 -0.016
H -0.002 -0.004 0.005
H -0.036 0.015 -0.022
H -0.066 0.101 -0.004
H 0.013 -0.058 0.051
H -0.026 -0.029 0.075
C -0.116 -0.002 0.039
H 0.034 -0.028 -0.022
C 0.124 -0.097 0.133
H 0.034 0.005 0.060
C -0.083 0.087 -0.054
C 0.075 -0.139 0.140
H -0.004 -0.017 -0.002
C -0.146 -0.024 -0.068
H -0.011 -0.041 -0.002
H 0.018 -0.059 0.062
O -0.451 -0.283 -0.396
H 0.016 -0.058 0.044
C 0.029 0.110 -0.039
C -0.092 -0.018 -0.025
H -0.001 -0.031 -0.019
H 0.010 0.029 0.013
H -0.007 0.050 -0.027
C -0.058 -0.073 -0.018
C -0.053 -0.037 0.020
Se -0.538 0.082 0.809
N 0.136 0.191 0.143
H 0.026 0.041 -0.042
C -0.244 -0.122 -0.110
O -0.062 -0.164 -0.126
H 0.012 0.004 -0.006
H 0.042 0.049 0.032
H -0.026 -0.012 0.015
H 0.024 -0.008 -0.038
H -0.008 0.022 -0.031
H -0.001 -0.025 -0.016
H -0.014 -0.056 0.009
H -0.015 0.006 -0.005
H -0.042 -0.004 -0.024
H -0.031 0.045 0.040
H -0.035 -0.032 0.020
O 0.253 -0.149 -0.284
H -0.024 0.077 -0.038
H -0.068 -0.046 -0.025
H 0.007 0.017 -0.015
H -0.056 0.074 -0.026
Br -0.107 -0.009 -0.728

Summary:
**Lowest unoccupied orbital energy (spin up / spin down)**: -1.7 / -2.1 eV
**Multiplicity**: 4
**Strongest force on any atom**: 0.0190 Eh/bohr
**Calculated total energy**: -376070.870 eV
**Expectation value of S²**: 3.83
**Energy above the lowest of the compared OMol25 structures with the same formula, charge and spin**: 214.8 kJ/mol
**M**: 1173.77 g/mol
**Frontier orbital gap (spin up / spin down)**: 5.49 / 5.90 eV
**Highest occupied orbital energy (spin up / spin down)**: -7.193 / -8.045 eV
**Total charge**: 0

Record 2
DFT (wB97M-V/def2-TZVPD) results for C4H7NO2 as an isolated structure.

Last column: Löwdin charge in e.
Element x y z (Å)
H1 1.60287 0.90154 1.35383  0.14
H2 2.53837 -2.21268 0.37996  0.33
H3 -1.13122 -1.57127 -0.06416  0.13
H4 -2.25708 -0.81001 -1.13735  0.14
C1 -1.21167 -0.64470 -0.69822  -0.10
H5 -0.14752 -0.00869 -2.40259  0.08
H6 2.50438 0.19598 -0.06357  0.07
O1 -1.50543 1.08925 1.02581  0.10
C2 -0.92501 0.54657 0.09162  -0.41
O2 1.10516 -1.05566 1.13507  -0.19
C3 1.58240 0.21293 0.44054  -0.20
N1 0.05058 -0.38348 -1.52230  0.05
C4 0.39092 0.59575 -0.50435  -0.32
H7 0.71849 1.65754 -0.67454  0.17

Cartesian forces, eV/Å:
H 0.137 -0.355 -1.536
H -2.959 1.919 1.586
H 0.499 0.911 -0.445
H 1.522 0.695 -0.123
C -2.300 -2.617 -1.301
H -0.417 0.808 -1.435
H 1.023 -0.359 -0.524
O 1.042 -0.378 -1.858
C -2.195 0.220 4.030
O 4.715 -0.987 -2.819
C -4.210 -1.045 3.124
N -0.516 -1.386 1.804
C 4.186 3.160 0.638
H -0.527 -0.585 -1.140

Summary:
**Lowest unoccupied orbital energy**: -2.5 eV
**Strongest force on any atom**: 0.1085 Eh/bohr
**Calculated total energy**: -9838.797 eV
**Energy above the lowest of the compared OMol25 structures with the same formula, charge and spin**: 818.4 kJ/mol
**M**: 101.10 g/mol
**Frontier orbital gap**: 7.13 eV
**Highest occupied orbital energy**: -9.646 eV
**Total charge**: 0